C3H55O25 | ωB97M-V with the def2-TZVPD basis set

Last column: Mulliken charge in e.
Atoms and positions in Å:
1 C -14.71909 3.75053 9.98779  2.082
2 C -13.49872 3.75633 9.08342  1.112
3 C -12.22873 3.44348 9.87291  1.521
4 O -13.68105 2.76615 8.07920  3.191
5 H -14.64449 4.61878 10.69582  -0.268
6 H -14.67080 2.85233 10.63431  -0.402
7 H -15.69366 3.82521 9.43404  -1.002
8 H -13.40435 4.72838 8.52672  -0.948
9 H -11.33217 3.43006 9.23949  -0.716
10 H -12.24351 2.43881 10.41542  -0.917
11 H -12.07182 4.17055 10.66736  0.302
12 O -11.34079 2.63699 13.31277  -0.871
13 H -10.98597 2.35176 12.46302  0.405
14 H -12.25312 2.99009 13.08239  0.468
15 O -10.60220 5.20922 13.00790  -0.732
16 H -10.31560 5.13593 12.09855  0.401
17 H -10.90968 4.36085 13.23561  0.457
18 O -11.71563 0.65136 7.83557  -0.809
19 H -11.68671 0.42343 8.78135  0.489
20 H -12.57363 1.10016 7.80528  -0.049
21 O -13.44109 5.86739 5.96475  -0.758
22 H -13.06420 6.40172 6.71992  0.414
23 H -14.06846 5.33111 6.36287  0.275
24 O -9.44221 4.87318 10.49813  -0.815
25 H -9.74157 5.06020 9.59740  0.435
26 H -9.37710 3.93664 10.53746  0.376
27 O -17.87103 2.37271 10.86067  -0.780
28 H -18.76987 2.56039 10.59887  0.304
29 H -17.32654 2.21790 10.08691  0.521
30 O -9.45450 1.98488 10.72535  -0.730
31 H -9.11096 2.06326 9.83744  0.434
32 H -9.96247 1.14556 10.72695  0.282
33 O -15.67825 4.15092 6.93682  -0.843
34 H -16.10136 4.86123 7.38354  0.548
35 H -14.87775 3.94335 7.44139  -0.647
36 O -16.54468 1.74512 8.47811  -0.737
37 H -17.41266 1.48116 8.02652  0.282
38 H -16.35028 2.56139 8.05476  0.243
39 O -15.90368 6.04043 12.78175  -0.830
40 H -15.07704 5.73017 12.47042  0.165
41 H -16.22669 6.71580 12.21596  0.344
42 O -16.98772 5.82327 8.61255  -0.760
43 H -17.47494 5.21879 9.13657  0.339
44 H -16.20239 5.98104 9.11393  0.365
45 O -14.35237 0.64401 9.58212  -1.014
46 H -14.34148 1.54999 9.27985  -0.375
47 H -15.30874 0.51581 9.82469  0.310
48 O -11.72948 3.34915 6.34335  -0.832
49 H -12.27512 3.28114 7.15034  -0.215
50 H -12.19736 3.61173 5.57689  0.287
51 O -10.24865 5.47758 7.88834  -0.583
52 H -10.65252 4.78850 7.32637  0.334
53 H -9.57554 5.99720 7.38486  0.200
54 O -14.54145 -0.55713 7.11453  -0.763
55 H -14.50732 0.06586 6.41104  0.502
56 H -14.59367 0.02950 7.81167  0.209
57 O -12.41469 7.51531 7.70042  -0.637
58 H -11.65398 7.06060 8.13668  0.264
59 H -12.21241 8.47021 7.83339  0.294
60 O -11.11111 -0.31315 10.49202  -0.575
61 H -10.64862 -1.10451 10.22929  0.213
62 H -11.98814 -0.65210 10.35728  0.269
63 O -13.67880 3.85727 13.11207  -0.883
64 H -14.54693 3.43871 13.09157  0.257
65 H -13.73171 4.55079 13.78109  0.328
66 O -13.71951 0.98365 12.13711  -0.593
67 H -14.48746 0.91360 12.63320  0.284
68 H -14.00451 1.09522 11.25112  0.113
69 O -9.19072 1.60451 7.99788  -0.683
70 H -8.92256 0.71267 7.84075  0.271
71 H -10.12492 1.60800 7.90622  0.505
72 O -14.66606 7.46542 9.59903  -0.604
73 H -14.36726 7.80804 8.74608  0.276
74 H -13.98530 7.09454 10.11264  0.351
75 O -18.01159 5.03470 11.17052  -0.713
76 H -17.89796 4.08923 10.96087  0.284
77 H -17.42779 5.21705 11.86139  0.471
78 O -14.52644 1.81963 5.78570  -0.875
79 H -14.38966 2.13826 6.68844  -0.127
80 H -15.47659 1.74828 5.73608  0.376
81 O -13.17208 6.39703 11.72227  -0.640
82 H -13.10806 5.54083 12.13936  0.204
83 H -12.29551 6.66292 11.52430  0.373

highest occupied orbital energy = -0.23306 Eh
E_tot = -2028.39333 Eh
M = 491.45 u
orbital gap = 8.3 eV
lowest unoccupied orbital energy = 2.004 eV
ΔE to the lowest compared entry with this formula, charge and spin = 7.7 kcal/mol
net charge = -1